No. 1
Here is a 2-piece molecular cluster, CH5NOP overall from OMol25. Energies are from ωB97M-V/def2-TZVPD.

```
9
CH5NOP (ωB97M-V/def2-TZVPD)
P -1.6358 -0.7735 -0.0023
O -0.6835 1.5985 0.0868
N -0.3376 0.4387 -0.1371
C 0.9824 0.1790 -0.5022
H 1.3371 -0.8270 -0.8995
H 1.7613 0.4250 0.9954
H -1.9823 -0.1271 1.2317
H -0.7400 -1.8823 0.3692
H 1.2984 0.9688 -1.1419
```

Output
Lowest unoccupied orbital energy (spin up / spin down) (eV): -7.67 / -7.67
Spin multiplicity: 1
Kohn-Sham gap (spin up / spin down) (eV): 8.468 / 8.467
Highest occupied orbital energy (spin up / spin down) (eV): -16.139 / -16.139
Net charge: +1

No. 2
Here is C15H23N2O6SSeV as an isolated structure from OMol25. Energies are from ωB97M-V/def2-TZVPD.

```
49
C15H23N2O6SSeV (ωB97M-V/def2-TZVPD)
Se 0.7300 -3.0500 -2.8180
V -0.0802 -1.5893 -1.2825
S 0.9018 0.7384 -1.2702
O 0.4118 0.4471 -2.5984
O -1.3463 -2.5295 -0.7609
O 0.0593 1.6408 -0.4989
O 1.2416 -0.4912 -0.5286
O -0.6062 -1.4436 1.5553
O -2.2311 -0.1010 -0.2255
N -3.2529 -3.5614 0.0831
N -2.3146 1.7901 1.0195
C -1.6103 2.6712 1.9240
C -2.9419 2.5025 -0.0795
C 2.7704 2.4224 -0.2576
C 3.5272 1.0801 -2.1029
C -3.4618 -4.0676 -1.2590
C -0.9698 -0.1122 1.8186
C -2.0691 -2.8252 0.2188
C 6.5112 2.8375 -0.5417
C 4.8209 1.5110 -1.8693
C -1.6467 -2.3927 1.6117
C -3.5707 -4.5106 1.1313
C 2.4992 1.5430 -1.2963
C -1.8468 0.5343 0.7376
C 4.0617 2.8458 -0.0239
C 5.1076 2.3854 -0.8237
H 6.7536 2.6758 0.5086
H -2.2723 3.5019 2.1758
H -0.7102 3.0610 1.4395
H -2.5069 -1.9924 2.1684
H 7.2218 2.2939 -1.1595
H 6.6159 3.9035 -0.7498
H 3.2953 0.3796 -2.8925
H -4.5213 -4.2877 -1.3896
H 1.9422 2.7508 0.3539
H -1.5031 -0.0541 2.7854
H -3.1511 -3.2955 -1.9640
H -2.8666 -4.9666 -1.4580
H -3.3796 1.7726 -0.7574
H -3.7167 3.1647 0.3150
H -4.5105 -4.9991 0.8777
H -1.3381 2.1539 2.8414
H -1.2335 -3.2573 2.1601
H -2.1934 3.0853 -0.6252
H -0.0235 0.4330 1.8749
H -2.7980 -5.2828 1.2511
H 5.6271 1.1432 -2.4897
H 4.2704 3.5213 0.7964
H -3.6956 -3.9803 2.0748
```

Output
Lowest unoccupied orbital energy (spin up / spin down) (eV): 2.55 / 2.55
Spin multiplicity: 4
Kohn-Sham gap (spin up / spin down) (eV): 4.320 / 5.188
Highest occupied orbital energy (spin up / spin down) (eV): -1.768 / -2.640
Net charge: -1
Expectation value of S²: 3.794

No. 3
Here is the molecule C6H13N from OMol25. Energies are from ωB97M-V/def2-TZVPD.

```
20
C6H13N (ωB97M-V/def2-TZVPD)
N -0.6461 0.3356 -0.3107
C -1.5248 0.4279 0.7801
C 0.7196 0.5945 -0.5939
C -1.6324 1.1184 -0.8436
C -2.4645 -0.7648 1.0301
C 1.4721 -0.5781 -0.0304
C 2.9653 -0.4414 -0.1985
H -2.0232 -1.5723 1.6370
H -2.3899 0.6575 -1.4803
H 1.1242 1.5779 -0.2650
H 0.7935 0.5974 -1.6914
H -3.3916 -0.4658 1.5436
H -1.2530 0.9220 1.7442
H -1.3043 2.1220 -1.1720
H 1.1813 -0.6461 1.0253
H 3.2445 -0.4274 -1.2595
H 3.4842 -1.2697 0.2857
H 1.0861 -1.4823 -0.5197
H -2.7430 -1.2042 0.0692
H 3.3019 0.4991 0.2496
```

Output
Lowest unoccupied orbital energy (eV): 1.18
Spin multiplicity: 1
Kohn-Sham gap (eV): 8.922
Highest occupied orbital energy (eV): -7.741
Net charge: 0

No. 4
Here is an isolated ion of composition C5H5O4PS and charge -2 from OMol25. Energies are from ωB97M-V/def2-TZVPD.

```
16
C5H5O4PS (ωB97M-V/def2-TZVPD)
S 3.1606 -0.4814 0.1932
P -2.1127 -0.4953 -0.0325
O -1.5718 -1.9226 0.0942
O -2.1620 -0.0125 -1.4396
O -3.2048 -0.0771 0.8940
O -0.9344 1.9982 -0.2507
C 2.1625 -0.8255 -1.1191
C 1.8130 0.2474 1.1254
C -0.6626 0.6087 0.7895
C 0.8514 -0.4481 -0.8777
C 0.6767 0.1593 0.4368
H -0.1143 -0.4226 -1.3991
H -1.8131 1.6595 -0.4045
H 2.0167 0.3073 2.1153
H 2.7918 -1.0974 -1.9527
H -0.8970 0.8021 1.8274
```

Output
Lowest unoccupied orbital energy (eV): 4.88
Spin multiplicity: 1
Kohn-Sham gap (eV): 4.882
Highest occupied orbital energy (eV): -0.001
Net charge: -2

No. 5
Here is a 2-piece molecular cluster, C3H10N2P overall from OMol25. Energies are from ωB97M-V/def2-TZVPD.

```
16
C3H10N2P (ωB97M-V/def2-TZVPD)
P -0.1296 -2.2680 -0.6014
N -0.6619 1.4469 -0.2389
N 1.4760 -0.2913 0.8372
C -1.7779 1.1613 0.5694
C 1.8670 -0.0770 -0.5599
C 0.5668 -0.6697 -0.2349
H -1.4572 0.8975 1.5813
H 1.2218 0.5350 1.3816
H -2.4563 0.3876 0.1755
H 1.8919 0.9575 -0.8793
H -0.9216 1.5026 -1.2221
H 1.9688 -0.9979 1.3871
H -0.5013 -1.9240 -1.9012
H 2.6859 -0.6831 -0.9289
H -1.3804 -2.0493 -0.0139
H -2.3919 2.0716 0.6482
```

Output
Lowest unoccupied orbital energy (spin up / spin down) (eV): -5.10 / -4.19
Spin multiplicity: 1
Kohn-Sham gap (spin up / spin down) (eV): 8.507 / 8.743
Highest occupied orbital energy (spin up / spin down) (eV): -13.609 / -12.937
Net charge: +1

No. 6
Here is C38H28MoNOP2S as an isolated structure from OMol25. Energies are from ωB97M-V/def2-TZVPD.

```
72
C38H28MoNOP2S (ωB97M-V/def2-TZVPD)
Mo 0.5761 -1.3741 -1.3006
S -4.7268 -0.5633 0.2317
P 0.7482 -0.6385 1.0520
P -0.7616 0.9934 -0.2528
O 3.6484 -2.5986 -1.5715
N -2.1408 -0.2490 -0.7092
C -0.2577 -4.9852 1.1967
C -1.8398 2.3959 -0.0498
C -2.0409 -1.2358 -2.9405
C -1.2210 -4.1148 0.8169
C 3.1716 -0.7330 -0.2614
C 2.4223 -0.0868 0.7089
C -0.5722 -3.3500 -1.9395
C 2.9671 0.9384 1.5039
C -1.8499 -1.3622 -1.5627
C -0.7126 0.7007 5.2739
C 4.4961 -0.2333 -0.5109
C 5.0603 0.7708 0.2447
C 0.2162 1.3127 3.1421
C -1.2413 -2.4901 -1.0121
C -2.1000 2.8779 1.2288
C 1.2485 1.4301 -3.9750
C 4.2270 1.3185 1.2195
C -0.7566 -0.6211 4.8407
C -3.2394 -0.1248 0.0162
C -3.0232 3.9000 1.4150
C 1.1332 -4.6496 1.2005
C 1.5324 -3.3631 0.9646
C -3.6887 4.4186 0.3180
C -1.5636 -2.2171 -3.7803
C 2.6585 -1.9156 -1.3030
C -0.1969 1.6692 4.4182
C 0.5282 -2.3742 0.7361
C 1.2569 3.4910 -2.7493
C 0.2290 1.5499 -1.7367
C -3.4973 3.8705 -0.9430
C 0.1431 -0.0090 2.6798
C -0.3200 -0.9705 3.5714
C -0.7535 -3.2392 -3.3415
C -2.5625 2.8762 -1.1302
C 1.4961 2.7879 -3.9666
C 0.6626 2.8848 -1.6903
C -0.9843 -2.6620 0.4911
C 0.6533 0.7808 -2.8781
H -2.4025 2.4604 -2.1124
H -1.1101 -1.4034 5.4932
H -2.2397 -4.4829 0.8000
H -3.2237 4.2442 2.4311
H 1.3035 0.7677 -4.8357
H 1.8383 3.3376 -4.8340
H 6.0857 1.0744 0.1755
H -0.3372 -2.0060 3.2577
H -2.5148 -0.3477 -3.3257
H 1.4568 4.5583 -2.5559
H -1.5987 2.4589 2.0700
H 4.6462 2.0721 1.8776
H -4.0665 4.2514 -1.7759
H 5.0328 -0.7552 -1.2889
H -1.0868 0.9764 6.2461
H -0.0437 -4.2076 -1.5567
H 2.4021 1.2593 2.3640
H 0.5869 2.0933 2.4895
H -0.2746 -3.9338 -4.0216
H -4.3969 5.2090 0.4488
H -0.5290 -5.9876 1.4599
H -0.1151 2.7030 4.7561
H -1.6417 -2.0109 1.0647
H 0.3835 3.3528 -0.7498
H 1.9017 -5.3780 1.4273
H 2.5660 -3.0444 0.9911
H 0.0311 0.0461 -3.1045
H -1.6777 -2.1135 -4.8570
```

Output
Lowest unoccupied orbital energy (spin up / spin down) (eV): -3.83 / -3.63
Spin multiplicity: 3
Kohn-Sham gap (spin up / spin down) (eV): 5.851 / 6.318
Highest occupied orbital energy (spin up / spin down) (eV): -9.676 / -9.945
Net charge: +1
Expectation value of S²: 2.100

No. 7
Here is the molecule C3H5N3O from OMol25. Energies are from ωB97M-V/def2-TZVPD.

```
12
C3H5N3O (ωB97M-V/def2-TZVPD)
O 1.3996 -1.6820 -0.0961
N 0.0433 -1.8554 0.0398
N 0.3204 1.7524 -0.1477
N -1.8320 -0.4110 0.2695
C -0.4700 -0.6525 0.0570
C 1.6658 -0.3661 -0.2011
C 0.5275 0.3609 -0.0984
H -2.3083 -1.2796 0.4878
H 2.7038 -0.1021 -0.3351
H -2.2679 0.0154 -0.5410
H -0.6532 1.9734 0.0210
H 0.8709 2.2466 0.5444
```

Output
Lowest unoccupied orbital energy (eV): 0.86
Spin multiplicity: 1
Kohn-Sham gap (eV): 9.571
Highest occupied orbital energy (eV): -8.707
Net charge: 0

No. 8
Here is C8H8N6O3PdS2 as an isolated structure from OMol25. Energies are from ωB97M-V/def2-TZVPD.

```
28
C8H8N6O3PdS2 (ωB97M-V/def2-TZVPD)
Pd -0.3763 -1.1416 1.3597
S -0.0326 -1.6339 3.5576
S -1.5892 -3.1706 1.6250
O 1.7134 0.5667 0.6163
O 0.2832 1.4779 1.9292
O 0.8045 -3.9226 2.5498
N 0.7500 0.5073 1.3609
N -4.9753 0.3696 -0.1319
N -0.7833 -2.0326 -2.9927
N -0.5775 -1.4178 -0.9351
N -1.9724 -1.4795 -2.6916
N -2.2774 0.1645 0.4579
C -1.8095 -1.1173 -1.4413
C 0.0423 -1.9856 -1.9403
C 0.9365 -4.7783 1.4126
C -3.0952 0.8456 1.2465
C -2.7978 -0.4071 -0.6234
C -0.1804 -3.0412 2.5775
C -4.1510 -0.3138 -0.9165
C -4.4469 0.9521 0.9387
H 1.0545 -2.3533 -1.9495
H 1.1173 -4.1668 0.5271
H -2.6592 1.3076 2.1236
H -5.1149 1.5182 1.5758
H -0.6135 -2.4018 -3.9127
H -4.5642 -0.8020 -1.7903
H 0.0447 -5.3838 1.2653
H 1.7987 -5.4028 1.6233
```

Output
Lowest unoccupied orbital energy (eV): -0.46
Spin multiplicity: 1
Kohn-Sham gap (eV): 7.836
Highest occupied orbital energy (eV): -8.296
Net charge: 0

No. 9
Here is a 2-piece molecular cluster, C4H10N2O2 overall from OMol25. Energies are from ωB97M-V/def2-TZVPD.

```
18
C4H10N2O2 (ωB97M-V/def2-TZVPD)
O 2.6819 -0.2375 2.4479
O 2.1648 0.9485 0.5919
N 0.2257 0.3662 -1.2916
N 1.8987 -1.2497 0.5744
C 2.2878 -0.1804 1.2980
C -1.7774 1.4547 -0.3864
C -1.4039 -1.0890 -0.2082
C -0.9154 0.2559 -0.6761
H -1.3598 -1.1308 0.8833
H 1.4425 -1.1696 -0.3270
H -1.2701 2.3810 -0.6671
H -1.9965 1.4843 0.6848
H -2.7139 1.3708 -0.9427
H 1.7564 0.7144 -0.2672
H -0.7934 -1.8928 -0.6273
H 0.3368 1.3454 -1.6054
H -2.4397 -1.2308 -0.5295
H 1.8755 -2.1406 1.0482
```

Output
Lowest unoccupied orbital energy (eV): 0.60
Spin multiplicity: 1
Kohn-Sham gap (eV): 10.567
Highest occupied orbital energy (eV): -9.968
Net charge: 0

No. 10
Here is C36H42IrNO3P3S6Te as an isolated structure from OMol25. Energies are from ωB97M-V/def2-TZVPD.

```
93
C36H42IrNO3P3S6Te (ωB97M-V/def2-TZVPD)
Ir -0.1398 -0.6888 -0.6717
Te -2.0337 0.6950 2.3713
S 0.3450 -5.8977 -2.2062
S 4.8674 1.2658 4.6234
S -2.3532 -5.2012 -0.9590
S -4.2755 -3.3572 0.3801
S 0.8066 -2.3880 -1.9118
S -1.9910 -2.3757 -1.3173
P 1.6365 0.5517 -0.4143
P -2.6875 1.1331 0.1154
P 0.3024 -0.3910 1.7545
O -1.4478 0.9309 -0.7346
O -3.9069 0.2308 -0.2447
O -3.2060 2.5996 -0.1125
N 1.7687 0.3523 1.2592
C 1.0381 2.6797 -2.0594
C -2.2514 3.7033 -0.0975
C 4.9092 -1.5158 -1.6323
C 0.7953 0.5695 6.3177
C 0.5964 -6.9742 -0.7771
C 0.9207 4.9786 -1.3688
C 3.6676 -1.1795 -1.1222
C 0.6863 1.2811 4.0284
C 0.3007 -2.2201 1.8797
C 4.3489 0.0039 5.8000
C -0.9167 -2.8972 1.9643
C 1.4723 -4.2920 2.2183
C 1.4949 -2.9254 1.9948
C 5.3157 0.7919 -2.1760
C -4.6289 0.3246 -1.5154
C 0.8203 4.0127 -2.3644
C -5.9353 1.0460 -1.3082
C 1.4459 3.2713 0.2405
C 3.8420 -0.3306 2.5410
C 0.8206 1.5866 5.3712
C 5.1198 0.2180 3.1703
C 5.7348 -0.5290 -2.1564
C 0.5499 -1.0504 4.5511
C -3.0069 4.9709 -0.3950
C 0.6586 -0.7446 5.9034
C 1.3679 2.3044 -0.7569
C 1.2265 4.6082 -0.0679
C 3.2428 0.1507 -1.1291
C 4.0708 1.1346 -1.6665
C 0.5502 -0.0409 3.5903
C -2.9521 -3.6343 -0.5122
C -0.9304 -4.2685 2.1750
C 0.2604 -4.9616 2.3228
C -0.7918 -4.7086 -1.6095
C 2.9758 0.7933 1.9956
C -0.6108 -3.3858 -1.6976
H 4.1910 0.5031 6.7543
H 1.6776 2.9892 1.2594
H 2.7106 1.4729 2.8015
H -5.7685 2.0751 -0.9935
H 0.8841 0.8039 7.3703
H 4.1202 -1.0029 1.7249
H -1.7860 3.7279 0.8902
H 5.9563 1.5596 -2.5885
H 5.1295 -0.7465 5.9222
H 0.9347 2.6173 5.6799
H 0.6372 -1.5445 6.6321
H 1.2992 5.3584 0.7087
H 2.4409 -2.4045 1.9481
H 0.9479 1.9258 -2.8339
H -3.7767 5.1516 0.3542
H 3.0161 -1.9525 -0.7368
H 5.6566 0.8386 2.4488
H -4.7778 -0.7090 -1.8223
H 3.5658 1.3723 1.2787
H 5.2295 -2.5493 -1.6318
H 0.7557 6.0207 -1.6100
H 3.4153 -0.4683 5.5010
H 3.2772 -0.9144 3.2718
H 0.5704 4.3000 -3.3770
H 2.4038 -4.8329 2.3296
H 5.7893 -0.5978 3.4466
H 6.7042 -0.7933 -2.5580
H -6.5352 0.5370 -0.5549
H -1.4852 3.4933 -0.8425
H -3.9936 0.8220 -2.2504
H 0.6692 2.0916 3.3069
H 1.1226 -6.4434 0.0078
H 1.2088 -7.8007 -1.1329
H -0.3466 -7.3713 -0.4084
H -6.4936 1.0553 -2.2449
H 0.2447 -6.0249 2.5206
H -1.8524 -2.3618 1.8542
H 0.4528 -2.0885 4.2634
H -2.3138 5.8128 -0.3876
H 3.7515 2.1681 -1.6826
H -1.8776 -4.7868 2.2422
H -3.4762 4.9206 -1.3770
```

Output
Lowest unoccupied orbital energy (eV): -3.62
Spin multiplicity: 1
Kohn-Sham gap (eV): 6.311
Highest occupied orbital energy (eV): -9.933
Net charge: +1

No. 11
Here is a 3-piece molecular cluster, C3H12O3 overall from OMol25. Energies are from ωB97M-V/def2-TZVPD.

```
18
C3H12O3 (ωB97M-V/def2-TZVPD)
O 30.5650 -27.7702 -16.7706
O 29.0280 -26.8153 -14.2834
O 30.4091 -29.1039 -12.9689
C 28.4571 -25.5524 -14.5965
C 30.6402 -26.8102 -17.8223
C 29.4542 -29.9569 -13.5595
H 29.0945 -24.6789 -14.4367
H 27.5738 -25.4196 -13.9701
H 28.5371 -30.1264 -12.9804
H 29.6302 -26.9989 -15.0204
H 29.8787 -30.9465 -13.7324
H 30.3422 -27.1850 -18.7991
H 31.6393 -26.3798 -17.9396
H 30.0602 -25.9203 -17.5382
H 30.0803 -28.2025 -13.0889
H 29.1243 -29.5590 -14.5266
H 28.1021 -25.5410 -15.6323
H 29.8850 -28.3941 -17.0453
```

Output
Lowest unoccupied orbital energy (eV): 0.64
Spin multiplicity: 1
Kohn-Sham gap (eV): 10.428
Highest occupied orbital energy (eV): -9.792
Net charge: 0

No. 12
Here is a 2-piece molecular cluster, C5H12N2O2 overall from OMol25. Energies are from ωB97M-V/def2-TZVPD.

```
21
C5H12N2O2 (ωB97M-V/def2-TZVPD)
O -1.1776 1.2983 0.4649
O 1.8511 -0.8271 1.2219
N -1.0141 -0.8245 0.0429
N 1.5002 0.5179 -0.5772
C 2.0876 1.9242 -0.2622
C 0.6411 -1.8500 -0.5412
C -1.7662 0.2821 0.0213
C 1.4546 -0.7067 0.0473
C -3.3043 0.2115 -0.0676
H -3.6975 0.4958 -1.0379
H 2.2459 1.7940 0.8531
H -4.0020 -0.6144 0.2590
H 1.1297 0.3777 -1.5609
H 1.2385 -2.7121 -0.7426
H -0.1502 -2.2144 0.2406
H -0.0395 -0.4910 0.0582
H 1.0817 2.6201 -0.5360
H -3.6371 0.9562 0.7051
H 3.0111 2.3680 -0.8712
H 0.3558 -1.7596 -1.5106
H -1.0044 -1.6105 -0.7964
```

Output
Lowest unoccupied orbital energy (eV): 0.45
Spin multiplicity: 1
Kohn-Sham gap (eV): 9.911
Highest occupied orbital energy (eV): -9.462
Net charge: 0

No. 13
Here is the molecule C22H26N4O3S from OMol25. Energies are from ωB97M-V/def2-TZVPD.

```
56
C22H26N4O3S (ωB97M-V/def2-TZVPD)
S 2.5584 1.2028 0.9915
O 0.7767 -5.2066 1.6246
O 1.3978 1.0007 1.8114
O 3.7852 1.5841 1.6316
N 2.2457 2.2865 -0.2528
N -3.4548 0.4406 1.1622
N 2.1885 -3.9190 0.4466
N -3.1719 -0.4064 0.1586
C 2.9992 3.5250 -0.1936
C 0.9721 -4.1672 1.0334
C -4.8502 0.8155 -0.5417
C -0.8782 -2.7016 1.8577
C 3.6237 -2.7047 -1.0589
C -4.4535 1.1944 0.7581
C -0.0822 -3.1432 0.8049
C -1.8877 -1.7907 1.6312
C -5.0289 2.2632 1.6146
C 2.3599 -1.4942 0.5865
C 3.8035 -0.3122 -0.9400
C -4.0127 -0.2133 -0.9009
C -4.0384 -1.0383 -2.1374
C 2.9071 -0.3230 0.1108
C 0.8358 2.3967 -0.5824
C 2.5096 4.4965 0.8761
C 4.1628 -1.5174 -1.5218
C -2.1435 -1.3325 0.3393
C -0.3314 -2.6767 -0.4816
C 2.7030 -2.7070 -0.0110
C -1.3555 -1.7812 -0.7174
C 0.3391 1.1143 -1.2333
H -0.6895 -3.0734 2.8531
H 1.6874 -1.4448 1.4271
H -4.9981 3.2214 1.0980
H -2.4929 -1.4142 2.4398
H 3.9156 -3.6428 -1.5083
H 1.4919 4.8224 0.6738
H 3.1566 5.3695 0.9064
H -3.3266 -0.6715 -2.8782
H 4.8711 -1.5354 -2.3362
H -5.0320 -0.9825 -2.5769
H 0.7223 3.2353 -1.2740
H -4.4604 2.3326 2.5372
H -6.0686 2.0388 1.8505
H -3.8091 -2.0793 -1.9170
H 0.2740 -3.0199 -1.3078
H -5.6447 1.2350 -1.1250
H 4.2151 0.6253 -1.2751
H -0.6827 1.2561 -1.5773
H 0.3540 0.3035 -0.5111
H 0.9679 0.8471 -2.0796
H 0.2421 2.5911 0.3183
H 4.0288 3.2394 0.0245
H 2.5367 4.0032 1.8445
H 2.9595 3.9863 -1.1858
H -1.5138 -1.4145 -1.7172
H 2.8163 -4.7141 0.4299
```

Output
Lowest unoccupied orbital energy (eV): 0.44
Spin multiplicity: 1
Kohn-Sham gap (eV): 8.984
Highest occupied orbital energy (eV): -8.549
Net charge: 0

Energy above the lowest of the compared OMol25 structures with the same formula, charge and spin readings, ordered: 132.75 83.05 58.44 24.81 118.04 195.25 50.30 0.00 21.09 4.83 30.68 168.09 64.02 kcal per mole